{"formula": "C20H44O12S", "method": "the ωB97M-V functional and the def2-TZVPD basis", "homo_ev": -9.291, "energy_ha": -2089.28344, "total_charge": 0, "species": ["C", "C", "O", "O", "S", "O", "O", "C", "C", "C", "C", "O", "C", "C", "O", "H", "H", "H", "H", "H", "H", "H", "H", "H", "H", "H", "H", "H", "H", "H", "H", "C", "O", "C", "C", "O", "C", "C", "O", "C", "H", "H", "H", "H", "H", "H", "H", "H", "H", "H", "H", "H", "H", "H", "C", "O", "C", "C", "O", "C", "C", "O", "C", "H", "H", "H", "H", "H", "H", "H", "H", "H", "H", "H", "H", "H", "H"], "positions_angstrom": [[-0.9865, -6.9752, -1.0937], [-1.5036, -7.4898, -2.4286], [-1.7287, -6.4286, -3.3666], [-3.1105, -6.0201, -3.1921], [-3.6234, -5.5425, -4.6757], [-4.9978, -5.1560, -4.4215], [-2.7331, -4.1779, -4.6500], [-2.8225, -3.4475, -5.8948], [-1.9705, -2.1999, -5.7768], [-0.4801, -2.4218, -5.5116], [-0.1085, -2.9653, -4.1282], [-0.7701, -2.1864, -3.1232], [-1.5382, -2.8575, -2.2327], [-2.7549, -2.0952, -1.8006], [-1.2335, -3.9520, -1.8049], [-0.1988, -6.2371, -1.2677], [-0.5670, -7.8135, -0.5290], [-1.7816, -6.5257, -0.4977], [-0.7682, -8.1485, -2.9030], [-2.4367, -8.0475, -2.3195], [-2.4971, -4.0900, -6.7222], [-3.8679, -3.1679, -6.0743], [-2.0798, -1.6644, -6.7286], [-2.3969, -1.5505, -5.0083], [0.0118, -1.4455, -5.6108], [-0.0337, -3.0709, -6.2731], [-0.3395, -4.0237, -4.0009], [0.9724, -2.8508, -3.9886], [-3.4441, -2.0130, -2.6439], [-2.4746, -1.0871, -1.4815], [-3.2140, -2.6264, -0.9685], [5.5627, -0.0112, 1.8030], [4.1693, -0.2027, 1.8580], [3.4843, 0.9977, 2.1640], [1.9924, 0.8180, 2.0022], [1.5442, 0.9376, 0.6602], [1.7350, -0.2025, -0.1650], [0.7030, -1.2856, 0.0463], [1.0307, -2.0767, 1.1733], [-0.0152, -2.9633, 1.5063], [5.9506, 0.3682, 2.7561], [6.0196, -0.9768, 1.5963], [5.8359, 0.6906, 1.0059], [3.8239, 1.8044, 1.5011], [3.7016, 1.2849, 3.2031], [1.5025, 1.6335, 2.5338], [1.6655, -0.1249, 2.4466], [2.7419, -0.6097, -0.0490], [1.6275, 0.1638, -1.1881], [0.6644, -1.9265, -0.8444], [-0.2831, -0.8209, 0.1892], [-0.9207, -2.4130, 1.7924], [0.3175, -3.5578, 2.3550], [-0.2550, -3.6301, 0.6708], [0.0282, 4.6158, 0.5523], [-0.1699, 5.0747, 1.8715], [0.2332, 4.1051, 2.8196], [0.2487, 4.6890, 4.2135], [1.4243, 5.4282, 4.5074], [1.4730, 6.7503, 3.9946], [0.6874, 7.7494, 4.8135], [-0.6873, 7.6967, 4.4807], [-1.4687, 8.4747, 5.3558], [-0.5279, 3.6901, 0.3653], [-0.3313, 5.3907, -0.1219], [1.0897, 4.4296, 0.3530], [1.2360, 3.7383, 2.5696], [-0.4709, 3.2604, 2.7860], [0.2493, 3.8586, 4.9227], [-0.6494, 5.2863, 4.3862], [1.1545, 6.7811, 2.9501], [2.5256, 7.0364, 4.0417], [1.0712, 8.7604, 4.6143], [0.8253, 7.5286, 5.8800], [-1.4046, 8.1004, 6.3845], [-2.5015, 8.4102, 5.0199], [-1.1555, 9.5256, 5.3416]], "lowdin_charge": [-0.076, -0.234, -0.174, -0.296, 0.957, -0.377, -0.351, -0.235, -0.170, -0.152, -0.164, -0.025, -0.539, 0.036, 0.080, 0.072, 0.077, 0.078, 0.124, 0.121, 0.123, 0.120, 0.122, 0.115, 0.116, 0.122, 0.112, 0.128, 0.088, 0.089, 0.094, -0.115, -0.193, -0.207, -0.179, -0.133, -0.174, -0.203, -0.185, -0.099, 0.087, 0.087, 0.088, 0.131, 0.130, 0.099, 0.128, 0.126, 0.128, 0.117, 0.129, 0.091, 0.088, 0.076, -0.105, -0.190, -0.218, -0.178, -0.128, -0.184, -0.212, -0.195, -0.115, 0.088, 0.086, 0.090, 0.115, 0.131, 0.127, 0.124, 0.124, 0.127, 0.127, 0.130, 0.088, 0.087, 0.087]}

{"formula": "C13H10Cl5NOs", "method": "the ωB97M-V functional and the def2-TZVPD basis", "spin_multiplicity": 5, "homo_ev": [-4.826, -7.562], "energy_ha": -2947.39251, "e_above_lowest_kcal_mol": 51.5, "total_charge": 0, "species": ["C", "C", "C", "C", "C", "Os", "N", "C", "C", "H", "H", "H", "H", "H", "H", "H", "H", "H", "H", "Cl", "C", "C", "C", "Cl", "C", "Cl", "C", "Cl", "C", "Cl"], "positions_angstrom": [[2.1470, -0.0856, -2.5343], [2.0117, 1.1579, -1.8585], [0.6112, 1.4730, -1.7771], [-0.1241, 0.3682, -2.3193], [0.8319, -0.5968, -2.7967], [1.1269, -0.0994, -0.5057], [0.5559, -1.9882, -0.8652], [2.4140, 0.8250, 0.7390], [1.1869, 1.5311, 0.8372], [0.2293, 2.4294, -1.4481], [2.8052, 1.8091, -1.5242], [-1.2108, 0.2771, -2.3628], [0.5970, -1.5180, -3.3260], [3.1017, -0.5385, -2.7968], [1.1329, 2.5510, 0.4497], [2.6657, 0.2158, 1.6092], [1.1722, -2.8067, -0.6643], [0.6749, 1.4711, 1.7968], [3.2614, 1.2788, 0.2302], [0.5297, -2.1686, 2.4430], [-0.8963, -1.3802, 1.8549], [-0.8206, -0.2828, 1.0215], [-1.9093, 0.5520, 0.9055], [-1.8053, 2.0691, 0.1004], [-3.1706, 0.1884, 1.4668], [-4.5078, 1.2496, 1.3538], [-3.3112, -1.0652, 2.1062], [-4.8195, -1.5661, 2.7372], [-2.1604, -1.8792, 2.2660], [-2.3197, -3.4712, 2.8616]], "lowdin_charge": [-0.162, -0.291, -0.293, -0.179, -0.175, 1.371, -0.172, -0.348, -0.319, 0.072, 0.114, 0.115, 0.117, 0.114, 0.064, 0.058, -0.037, 0.065, 0.048, 0.715, -0.704, -0.238, -0.685, 0.742, -0.682, 0.710, -0.711, 0.691, -0.701, 0.702]}

{"formula": "C35H60GaN6Sb2Se4", "method": "the ωB97M-V functional and the def2-TZVPD basis", "homo_ev": -3.732, "energy_ha": -13709.21964, "e_above_lowest_kcal_mol": 34.7, "total_charge": -1, "species": ["Ga", "Se", "Sb", "Se", "Se", "Se", "C", "N", "C", "C", "N", "C", "C", "C", "C", "C", "C", "C", "C", "C", "N", "C", "N", "C", "C", "N", "C", "C", "C", "N", "C", "C", "H", "H", "H", "H", "H", "H", "H", "H", "H", "H", "H", "H", "H", "H", "H", "H", "H", "H", "H", "H", "H", "H", "H", "H", "H", "H", "H", "H", "H", "H", "C", "C", "C", "C", "C", "C", "H", "H", "H", "H", "H", "H", "H", "H", "H", "C", "C", "C", "Sb", "C", "C", "C", "C", "C", "C", "H", "H", "H", "H", "H", "H", "H", "H", "H", "H", "H", "H", "H", "H", "H", "H", "H", "H", "H", "H", "H"], "positions_angstrom": [[-0.0851, -0.8096, -1.3485], [4.9012, -3.7584, 0.2010], [4.3933, -2.5927, -2.1862], [1.4604, -1.1273, -3.0260], [2.6862, -2.9450, -0.1395], [5.9109, -0.6967, -2.1185], [4.9857, 3.5265, -1.8666], [3.8638, 2.6786, -1.5482], [3.1167, 2.1730, -2.6830], [3.5619, 2.2796, -0.2876], [2.4373, 1.6588, -0.0786], [2.1213, 1.0312, 1.1012], [3.0446, 0.3743, 1.8959], [2.7386, 0.0181, 3.2183], [1.5095, 0.2845, 3.7507], [0.4779, 0.7840, 2.9160], [-0.8251, 0.9801, 3.4422], [-1.8620, 1.3105, 2.6228], [-1.6418, 1.4390, 1.2398], [-0.3821, 1.3405, 0.6999], [-0.2605, 1.4427, -0.7187], [-0.5853, 2.6022, -1.2221], [-0.8965, 2.8122, -2.5302], [-0.6411, 4.0883, -3.1713], [-1.1523, 1.7389, -3.4722], [-0.6840, 3.7682, -0.4642], [0.2593, 4.1075, 0.5744], [-1.9362, 4.4821, -0.4312], [0.7413, 1.0546, 1.5465], [4.4767, 2.7181, 0.6809], [5.8301, 2.2018, 0.6603], [4.0311, 3.2585, 1.9424], [4.6969, 4.1891, -2.6855], [5.8548, 2.9468, -2.1954], [5.2620, 4.1344, -1.0086], [3.7120, 1.4596, -3.2527], [2.8525, 3.0202, -3.3215], [2.2264, 1.6616, -2.3381], [4.0348, 0.1885, 1.5001], [3.5077, -0.4391, 3.8286], [1.2860, 0.0688, 4.7887], [-0.9852, 0.8085, 4.5004], [-2.8655, 1.4150, 3.0174], [-2.4756, 1.6086, 0.5676], [-0.1431, 4.7729, -2.4913], [-1.5730, 4.5455, -3.5202], [0.0007, 3.9298, -4.0405], [-1.6551, 0.9130, -2.9833], [-0.2321, 1.3595, -3.9191], [-1.8119, 2.1315, -4.2501], [1.1807, 3.5578, 0.4073], [-0.1185, 3.8872, 1.5809], [0.4776, 5.1792, 0.5116], [-2.5892, 4.1304, -1.2276], [-1.7789, 5.5585, -0.5623], [-2.4461, 4.3268, 0.5293], [5.9996, 1.6167, -0.2424], [5.9953, 1.5356, 1.5162], [6.5716, 3.0073, 0.7107], [2.9670, 3.4841, 1.9063], [4.5722, 4.1885, 2.1520], [4.1995, 2.5692, 2.7762], [-4.7264, -0.0571, -3.8485], [-4.5483, -0.9087, -2.5849], [-5.4282, -0.3589, -1.4551], [-4.9375, -2.3626, -2.8820], [-3.1408, -0.8659, -2.1673], [-1.9718, -0.8569, -1.8576], [-5.7626, -0.1067, -4.1924], [-4.0739, -0.4141, -4.6458], [-4.4755, 0.9857, -3.6470], [-6.4836, -0.4324, -1.7299], [-5.1928, 0.6887, -1.2595], [-5.2667, -0.9213, -0.5344], [-5.9758, -2.4123, -3.2189], [-4.8307, -2.9777, -1.9867], [-4.2952, -2.7801, -3.6579], [2.3413, -3.1614, 3.0233], [0.8379, -3.2295, 2.7865], [0.3483, -4.6126, 3.1973], [0.0069, -2.6897, 0.8191], [-0.6570, -4.5037, -0.1486], [-1.0506, -4.1702, -1.5870], [-1.7795, -5.2850, 0.5253], [-1.9397, -2.0195, 1.9452], [-3.0969, -1.7710, 0.9839], [-2.4419, -2.8177, 3.1397], [2.5153, -3.1615, 4.1055], [2.8070, -2.2777, 2.6029], [2.8562, -4.0280, 2.6057], [0.3552, -2.4586, 3.3944], [0.7052, -5.3751, 2.5002], [-0.7327, -4.6896, 3.2737], [0.7675, -4.8573, 4.1787], [0.2533, -5.1102, -0.1755], [-1.9470, -3.5476, -1.6206], [-1.2644, -5.0973, -2.1276], [-0.2568, -3.6435, -2.1247], [-2.6936, -4.6933, 0.5844], [-1.5324, -5.6313, 1.5262], [-2.0019, -6.1673, -0.0841], [-1.5951, -1.0515, 2.3076], [-3.3172, -2.6393, 0.3582], [-2.9002, -0.9389, 0.3152], [-4.0080, -1.5350, 1.5511], [-2.7329, -3.8346, 2.8652], [-3.3373, -2.3240, 3.5370], [-1.7184, -2.8771, 3.9557]], "lowdin_charge": [-0.039, -0.174, 0.222, 0.004, -0.193, -0.306, -0.064, -0.125, -0.070, -0.338, 0.154, -0.220, -0.040, -0.106, -0.060, -0.174, -0.063, -0.094, -0.051, -0.257, 0.114, -0.337, -0.127, -0.059, -0.057, -0.178, -0.047, -0.071, -0.061, -0.182, -0.083, -0.061, 0.082, 0.086, 0.082, 0.058, 0.080, 0.017, 0.120, 0.111, 0.107, 0.111, 0.107, 0.120, 0.087, 0.086, 0.089, 0.020, 0.063, 0.091, 0.069, 0.094, 0.091, 0.089, 0.085, 0.086, 0.020, 0.086, 0.083, 0.083, 0.085, 0.079, -0.054, -0.615, -0.047, -0.050, -0.122, -0.123, 0.080, 0.089, 0.078, 0.082, 0.084, 0.067, 0.080, 0.080, 0.089, -0.214, -0.531, -0.151, 1.348, -0.557, -0.165, -0.141, -0.466, -0.168, -0.151, 0.085, 0.002, 0.042, 0.059, 0.081, 0.034, 0.082, 0.070, 0.049, 0.080, 0.031, 0.056, 0.047, 0.076, 0.030, 0.056, 0.018, 0.073, 0.059, 0.070, 0.058]}

{"formula": "C2H8N3P2", "method": "the ωB97M-V functional and the def2-TZVPD basis", "spin_multiplicity": 3, "homo_ev": [-11.488, -14.383], "energy_ha": -927.59070, "e_above_lowest_kcal_mol": 0.0, "total_charge": 1, "species": ["C", "C", "N", "N", "N", "P", "P", "H", "H", "H", "H", "H", "H", "H", "H"], "positions_angstrom": [[0.7319, -0.3216, -0.0015], [-1.8134, -0.5270, -0.0364], [1.4521, -2.7113, 0.1822], [-0.4296, -1.0024, -0.0750], [0.8829, 0.9826, 0.1203], [2.2889, -1.4998, -0.0842], [2.5310, 1.7519, -0.0519], [-2.3228, -1.0638, 0.8128], [-1.8096, 0.5465, 0.2502], [-2.3765, -0.7551, -0.9357], [1.8274, -3.6671, 0.2855], [-0.2484, -2.0279, 0.1568], [0.0974, 1.4884, -0.1405], [2.1262, 2.9380, -0.9875], [2.3249, 2.6090, 1.0976]], "lowdin_charge": [-0.521, -0.030, -0.291, -0.041, -0.254, 0.877, 0.833, 0.116, 0.093, 0.093, 0.058, 0.123, 0.064, -0.031, -0.087]}

{"formula": "C5H10O2", "method": "the ωB97M-V functional and the def2-TZVPD basis", "homo_ev": -8.949, "energy_ha": -346.97013, "smiles": "C=C1CCCO1.O", "e_above_lowest_kcal_mol": 34.7, "total_charge": 0, "species": ["O", "C", "C", "C", "C", "C", "O", "H", "H", "H", "H", "H", "H", "H", "H", "H", "H"], "positions_angstrom": [[1.4045, 0.2762, -2.2222], [1.6897, -0.9904, 0.8781], [0.5449, -0.3442, 0.6598], [-0.8556, -0.8980, 0.5635], [-1.5817, 0.1943, -0.2269], [-0.8310, 1.4433, 0.2251], [0.5193, 1.0098, 0.4473], [1.4214, 0.8888, -1.4736], [2.6306, -0.4541, 0.9388], [1.6901, -2.0628, 1.0324], [1.6450, -0.5592, -1.8010], [-1.2830, -1.0050, 1.5686], [-0.8766, -1.8785, 0.0820], [-2.6532, 0.2480, -0.0162], [-1.4298, 0.0448, -1.3003], [-1.2288, 1.8462, 1.1657], [-0.8058, 2.2409, -0.5210]], "lowdin_charge": [-0.059, 0.053, -0.394, -0.114, -0.152, -0.162, -0.079, 0.020, 0.070, 0.063, 0.025, 0.126, 0.123, 0.115, 0.114, 0.125, 0.126]}

{"formula": "C43H42P2Pt", "method": "the ωB97M-V functional and the def2-TZVPD basis", "spin_multiplicity": 3, "homo_ev": [-4.026, -8.165], "energy_ha": -2465.55112, "e_above_lowest_kcal_mol": 0.0, "total_charge": 0, "species": ["Pt", "C", "C", "C", "C", "C", "C", "C", "C", "C", "H", "H", "H", "H", "H", "H", "H", "H", "H", "H", "H", "H", "H", "H", "H", "P", "P", "C", "C", "C", "C", "C", "C", "C", "C", "C", "C", "C", "C", "C", "C", "C", "C", "C", "C", "C", "C", "C", "C", "C", "C", "C", "C", "H", "H", "H", "H", "H", "H", "H", "H", "H", "H", "H", "H", "H", "H", "H", "H", "H", "H", "H", "H", "H", "H", "C", "C", "C", "C", "C", "C", "C", "C", "H", "H", "H", "H", "H"], "positions_angstrom": [[0.2133, -0.0565, 1.9444], [-1.6739, 0.8488, -5.3809], [-1.6898, -0.4169, -4.9499], [-0.8301, -1.5444, -5.4499], [0.5167, -1.1536, -6.0994], [1.4441, -0.3225, -5.2488], [1.4679, 1.0064, -5.1360], [0.5959, 1.9923, -5.8607], [-0.7547, 1.4674, -6.4026], [1.7471, 0.4372, 3.2652], [-2.4495, 1.5306, -5.0051], [-2.4802, -0.7206, -4.2519], [-1.3937, -2.1322, -6.1948], [-0.6391, -2.2396, -4.6199], [1.0387, -2.0946, -6.3352], [0.3092, -0.6804, -7.0647], [2.2231, -0.9014, -4.7308], [2.2761, 1.4690, -4.5540], [1.1505, 2.4134, -6.7170], [0.4003, 2.8490, -5.1999], [-1.2801, 2.3353, -6.8323], [-0.5565, 0.7961, -7.2437], [1.3981, 1.4097, 3.6540], [2.7688, 0.4832, 2.8572], [1.6297, -0.3362, 4.0416], [-1.3137, -0.5130, 0.4075], [1.8261, 0.0628, 0.3428], [-0.3559, -0.7196, -1.1128], [0.9919, -0.5893, -1.1050], [-2.2455, -2.0404, 0.6288], [-2.5913, -2.7901, -0.5058], [-3.3343, -3.9619, -0.3611], [-3.7085, -4.3835, 0.9237], [-3.3513, -3.6397, 2.0538], [-2.6002, -2.4729, 1.9154], [-2.5185, 0.8047, 0.0667], [-2.0643, 2.1338, 0.0255], [-2.9706, 3.1599, -0.2532], [-4.3175, 2.8587, -0.4933], [-4.7604, 1.5296, -0.4937], [-3.8621, 0.5012, -0.2040], [3.3178, -0.9441, 0.6030], [3.1577, -2.2385, 1.1225], [4.2777, -3.0522, 1.2945], [5.5489, -2.5759, 0.9585], [5.7047, -1.2949, 0.4198], [4.5925, -0.4729, 0.2415], [2.3887, 1.7389, -0.0605], [2.5838, 2.7054, 0.9403], [3.0863, 3.9555, 0.5835], [3.3395, 4.2642, -0.7518], [3.1253, 3.3039, -1.7513], [2.6492, 2.0422, -1.4036], [-0.9055, -0.9352, -2.0339], [1.6246, -0.8491, -1.9618], [-2.2658, -2.4611, -1.4937], [-3.6146, -4.5339, -1.2464], [-4.2911, -5.2971, 1.0337], [-3.6579, -3.9726, 3.0499], [-2.2618, -1.8861, 2.7783], [-1.0154, 2.3580, 0.2297], [-2.6217, 4.1938, -0.2871], [-5.0233, 3.6599, -0.7116], [-5.8017, 1.2887, -0.7217], [-4.1985, -0.5360, -0.1753], [2.1627, -2.5864, 1.4086], [4.1475, -4.0586, 1.6888], [6.4190, -3.2168, 1.0918], [6.6931, -0.9350, 0.1303], [4.7033, 0.5370, -0.1567], [2.3341, 2.4646, 1.9737], [3.2806, 4.6979, 1.3605], [3.7203, 5.2454, -1.0253], [3.3325, 3.5350, -2.7924], [2.4533, 1.2902, -2.1704], [-0.9850, -0.2294, 3.4840], [-1.3268, -0.1860, 4.6862], [-1.3389, -0.1343, 6.1081], [-2.5239, 0.1795, 6.8205], [-2.5458, 0.1496, 8.2128], [-1.3833, -0.1596, 8.9336], [-0.1891, -0.4233, 8.2518], [-0.1606, -0.4005, 6.8598], [-3.4166, 0.4459, 6.2522], [-3.4717, 0.3695, 8.7437], [-1.4056, -0.1924, 10.0242], [0.7253, -0.6482, 8.8047], [0.7805, -0.5849, 6.3329]], "lowdin_charge": [0.818, -0.101, -0.120, -0.190, -0.203, -0.103, -0.114, -0.188, -0.206, -0.292, 0.103, 0.098, 0.115, 0.104, 0.109, 0.090, 0.103, 0.089, 0.115, 0.109, 0.108, 0.090, 0.004, -0.008, -0.010, 0.799, 0.804, -0.394, -0.413, -0.357, -0.090, -0.077, -0.087, -0.080, -0.089, -0.328, -0.089, -0.084, -0.093, -0.086, -0.080, -0.344, -0.092, -0.084, -0.090, -0.085, -0.074, -0.354, -0.086, -0.085, -0.086, -0.077, -0.090, 0.037, 0.051, 0.093, 0.104, 0.100, 0.105, 0.050, 0.094, 0.103, 0.099, 0.103, 0.099, 0.102, 0.102, 0.100, 0.103, 0.101, 0.071, 0.105, 0.100, 0.099, 0.084, -0.207, -0.052, -0.237, -0.030, -0.079, -0.077, -0.078, -0.018, 0.117, 0.105, 0.105, 0.108, 0.110]}